[1]
4 unconnected molecules or ions with the total composition C2H14NO3S, computed with ωB97M-V with the def2-TZVPD basis set.

Geometry as XYZ:
```
21
Properties=species:S:1:pos:R:3:nbo_charge:R:1
C 0.28172 1.31635 -0.21656 -0.23
C 1.77787 1.45231 -0.06941 -0.53
S 2.34362 0.14864 1.09810 -0.06
N -0.03611 -0.05316 -0.73201 -0.69
H -0.05980 2.00868 -0.98381 0.23
H -0.22481 1.40909 0.72215 0.25
H 2.04121 2.46153 0.23872 0.26
H 2.31074 1.29067 -1.00780 0.22
H 3.54397 0.71943 1.26795 0.16
H -0.95183 -0.26047 -1.16142 0.49
H 0.01261 -0.76574 -0.00201 0.44
H 0.67465 -0.41198 -1.37288 0.43
H -1.20727 0.39730 3.20351 0.47
H -0.03373 -0.06849 3.95005 0.49
O -0.29631 0.10817 3.04341 -0.95
H -3.45251 -0.65641 -0.01992 0.50
H -2.34408 -1.22994 0.73853 0.48
O -2.50027 -0.80559 -0.12091 -0.97
H -1.05756 -2.10531 -3.47029 0.49
H -0.03156 -2.75731 -2.49937 0.49
O -0.79055 -2.19774 -2.60604 -0.97
```

For the highest occupied orbital energy, the calculation gives -12.70 eV. As for the total charge: +1. As for the orbital gap: 0.359 hartree. As for the spin multiplicity: 1. The total energy comes out at -763.0150 hartree. The calculation puts the relative energy (zero: lowest compared OMol25 entry of this formula, charge and spin) at 59.8 kJ/mol.

---

[2]
A molecular structure, C33H68AlINO19, computed with ωB97M-V with the def2-TZVPD basis set.

Geometry as XYZ:
```
123
Properties=species:S:1:pos:R:3:lowdin_charge:R:1
C 8.35632 -0.14048 -0.00499 -0.17
C 8.17016 1.36110 0.55023 -0.39
C 7.51097 2.30646 -0.59317 -0.84
I 7.69843 4.42990 -0.15618 0.73
Al 5.59015 1.64875 -0.87932 0.17
C 4.16971 2.80579 0.10863 -0.33
C 2.75895 2.15153 -0.25784 -0.32
C 1.49901 2.80025 0.47768 -0.18
C 0.17604 2.20068 -0.26126 -0.22
N -0.38068 0.99762 0.42061 0.01
C 0.05772 -0.25638 -0.19880 -0.41
C 1.11346 -1.29707 0.40377 -0.02
O -0.47070 -0.57584 -1.29914 -0.01
H 9.41673 -0.25743 -0.40220 0.06
H 8.17916 -0.92687 0.79299 0.07
H 7.64935 -0.37022 -0.86627 0.04
H 9.20658 1.77619 0.76126 0.07
H 7.46462 1.39999 1.44657 0.09
H 8.08832 2.06029 -1.55955 0.03
H 5.42108 0.16518 -0.25922 -0.07
H 5.13735 1.62461 -2.40496 -0.10
H 4.24025 3.91348 -0.18965 0.03
H 4.44950 2.74917 1.21132 0.04
H 2.64404 2.18366 -1.38719 0.09
H 2.81686 1.05313 0.06883 0.08
H 1.46029 2.51335 1.58642 0.11
H 1.42365 3.92934 0.39075 0.10
H 0.51640 1.88431 -1.31075 0.11
H -0.59422 3.03047 -0.44026 0.11
H -0.21974 1.01191 1.43558 0.10
H 0.58251 -2.18248 0.91112 0.08
H 1.82237 -0.85730 1.17589 0.08
H 1.69661 -1.76209 -0.46498 0.10
C -1.70837 -1.36350 3.86587 -0.07
C -2.18097 -0.02832 4.40955 -0.21
O -1.93921 0.07595 5.81804 0.03
C -0.66447 0.30528 6.16849 -0.59
O 0.26720 0.43377 5.41598 0.13
O -0.60234 0.34122 7.50943 0.00
C 0.72417 0.47494 8.01955 -0.04
H -2.16074 -2.18341 4.42952 0.08
H -1.96893 -1.46486 2.81032 0.08
H -0.62556 -1.46804 3.96081 0.07
H -3.26106 0.05497 4.27195 0.12
H -1.72286 0.81038 3.87846 0.12
H 1.23006 1.34080 7.58839 0.10
H 1.29058 -0.43755 7.82516 0.10
H 0.65676 0.61765 9.09827 0.08
C -2.57899 -2.71345 -4.04557 -0.06
C -2.77100 -2.53100 -2.55216 -0.21
O -4.00647 -3.11703 -2.11028 0.03
C -4.01383 -4.45258 -2.01722 -0.60
O -3.09262 -5.19010 -2.26073 0.13
O -5.24456 -4.83440 -1.62867 -0.02
C -5.42179 -6.24841 -1.59276 -0.05
H -3.44232 -2.32693 -4.59379 0.08
H -1.68052 -2.19486 -4.38462 0.07
H -2.48382 -3.76913 -4.30909 0.07
H -2.83188 -1.46543 -2.32485 0.12
H -1.92960 -2.93349 -1.98353 0.12
H -4.65843 -6.72844 -0.97769 0.10
H -5.40694 -6.65049 -2.60795 0.10
H -6.39819 -6.45421 -1.15276 0.09
C -2.91917 -1.86575 -10.99796 -0.07
C -3.39277 -0.53333 -10.44802 -0.22
O -3.15737 -0.43830 -9.03904 0.03
C -1.88339 -0.21247 -8.67955 -0.59
O -0.94699 -0.08048 -9.42701 0.12
O -1.82975 -0.18628 -7.33990 0.00
C -0.50609 -0.05864 -6.81949 -0.04
H -3.37252 -2.69170 -10.44417 0.08
H -3.17759 -1.96078 -12.05455 0.08
H -1.83727 -1.97380 -10.89984 0.07
H -4.47245 -0.44815 -10.58926 0.12
H -2.93130 0.30812 -10.97189 0.12
H 0.00471 0.80900 -7.24068 0.10
H 0.05956 -0.97106 -7.01689 0.10
H -0.57989 0.07605 -5.74031 0.09
C 5.35600 7.22664 -2.38113 -0.07
C 5.49940 7.34250 -0.87597 -0.24
O 5.59118 8.71664 -0.46462 0.03
C 4.44193 9.40330 -0.47570 -0.59
O 3.35867 8.97674 -0.78784 0.12
O 4.70969 10.66763 -0.10061 0.00
C 3.58275 11.53673 -0.17106 -0.06
H 6.16715 7.75857 -2.88548 0.08
H 5.37040 6.17967 -2.68938 0.08
H 4.42068 7.67224 -2.72690 0.07
H 6.42884 6.86116 -0.56556 0.00
H 4.68396 6.83777 -0.35145 0.12
H 2.73835 11.13845 0.39479 0.09
H 3.30355 11.70039 -1.21378 0.10
H 3.87080 12.49327 0.26599 0.09
C -7.38687 -4.09507 -4.33097 -0.05
C -8.41820 -5.05940 -3.77553 -0.21
O -9.59718 -5.08509 -4.59157 0.03
C -9.48731 -5.75851 -5.74549 -0.59
O -8.50698 -6.33630 -6.14215 0.12
O -10.65693 -5.65605 -6.39861 0.00
C -10.64202 -6.24383 -7.69776 -0.05
H -7.82345 -3.10202 -4.46338 0.09
H -6.52831 -4.02030 -3.66147 0.06
H -7.02840 -4.41676 -5.31096 0.08
H -8.73025 -4.72090 -2.78517 0.13
H -8.01012 -6.06716 -3.65829 0.12
H -10.31355 -7.28412 -7.65894 0.10
H -9.99955 -5.66250 -8.36174 0.10
H -11.65967 -6.21747 -8.08782 0.09
C 4.51603 -2.46150 13.20104 -0.07
C 4.27368 -1.03965 12.73042 -0.21
O 3.11892 -0.95996 11.88606 0.03
C 1.93631 -1.02618 12.51522 -0.59
O 1.76742 -1.13822 13.70332 0.12
O 0.96925 -0.97285 11.58543 -0.01
C -0.34587 -1.14083 12.11264 -0.04
H 4.57699 -3.14213 12.34822 0.08
H 5.44270 -2.52513 13.77464 0.08
H 3.69861 -2.81577 13.83215 0.07
H 5.12254 -0.70964 12.12796 0.12
H 4.18405 -0.34483 13.56974 0.12
H -0.54569 -0.42839 12.91512 0.10
H -0.47676 -2.16518 12.46630 0.10
H -1.05502 -0.95877 11.30486 0.09
```

For the highest occupied orbital energy, the calculation gives -4.91 eV. As for the total charge: -1. As for the orbital gap: 0.247 hartree. As for the spin multiplicity: 1. The total energy comes out at -3322.6940 hartree.